{"formula": "C43H53Br70F3N4O7", "method": "the ωB97M-V functional and the def2-TZVPD basis", "symbols": ["C", "C", "C", "C", "C", "C", "C", "C", "C", "O", "N", "C", "O", "F", "C", "O", "N", "C", "Br", "N", "C", "O", "F", "C", "O", "F", "C", "O", "C", "C", "N", "C", "C", "C", "O", "H", "H", "H", "H", "H", "H", "H", "H", "H", "H", "H", "H", "H", "H", "H", "H", "H", "H", "H", "H", "H", "H", "H", "H", "H", "H", "H", "H", "H", "H", "C", "Br", "Br", "Br", "H", "C", "Br", "Br", "Br", "H", "C", "Br", "Br", "Br", "H", "C", "Br", "Br", "Br", "H", "C", "Br", "Br", "Br", "H", "C", "Br", "Br", "Br", "H", "C", "Br", "Br", "Br", "H", "C", "Br", "Br", "Br", "H", "C", "Br", "Br", "Br", "H", "C", "Br", "Br", "Br", "H", "C", "Br", "Br", "Br", "H", "C", "Br", "Br", "Br", "H", "C", "Br", "Br", "Br", "H", "C", "Br", "Br", "Br", "H", "C", "Br", "Br", "Br", "H", "C", "Br", "Br", "Br", "H", "C", "Br", "Br", "Br", "H", "C", "Br", "Br", "Br", "H", "C", "Br", "Br", "Br", "H", "C", "Br", "Br", "Br", "H", "C", "Br", "Br", "Br", "H", "C", "Br", "Br", "Br", "H", "C", "Br", "Br", "Br", "H"], "positions_angstrom": [[4.3961, -3.0034, 0.9738], [5.3266, -3.0853, -0.3733], [5.0225, -1.8556, -1.4657], [3.8182, -2.4033, -2.4337], [3.1364, -1.2735, -3.4056], [2.6101, 0.0785, -2.6433], [1.8269, -0.1787, -1.2268], [0.2698, -0.6697, -1.3694], [-0.6050, 0.0242, -2.5871], [-0.5287, 1.3609, -2.7016], [-1.4730, -0.7422, -3.5687], [-2.1389, 0.2460, -4.5459], [-1.6562, 0.4556, -5.8017], [-3.3497, 1.0305, -4.1511], [0.3854, -2.3363, -1.3835], [0.3196, -3.1876, -2.4099], [0.6079, -2.6078, 0.1190], [0.0562, -1.5070, 1.0499], [1.3961, -0.5822, 2.2727], [-0.7164, -2.3382, 2.0489], [0.2027, -2.9614, 3.1023], [-0.0060, -2.7749, 4.4345], [1.3627, -3.8649, 2.7630], [-1.8649, -1.5882, 2.6842], [-1.8487, -0.3350, 3.1439], [-3.1469, -2.3575, 2.8682], [-0.7305, -0.5700, -0.0406], [-1.2603, 0.7455, 0.3493], [-2.7222, 0.6414, 0.0572], [-3.5607, 2.0135, 0.4073], [-4.8962, 1.6894, 1.1014], [-6.0249, 1.5677, 0.1005], [-6.3788, -0.0139, -0.3074], [-8.0281, -0.2709, -0.3465], [-5.8402, -0.9837, 0.6659], [3.2468, -2.8626, 0.6906], [4.4379, -4.0223, 1.5938], [4.7553, -2.1442, 1.7181], [6.4805, -3.2216, -0.1612], [4.9906, -4.0756, -0.9484], [6.0457, -1.7366, -2.0644], [4.7511, -0.9150, -0.8247], [3.0699, -2.9957, -1.7562], [4.3126, -3.2148, -3.1556], [2.2942, -1.7422, -4.0853], [3.9869, -0.9167, -4.1633], [1.9678, 0.6908, -3.4353], [3.5428, 0.7790, -2.4034], [2.4904, -0.8696, -0.5180], [1.7933, 0.8752, -0.6691], [-2.2668, -1.1189, -3.0053], [-0.0527, -3.4232, 0.2972], [-1.6333, -1.2645, -0.3721], [-3.2465, -0.2298, 0.6717], [-2.9297, 0.4192, -1.0949], [-2.9539, 2.7794, 1.0925], [-3.7716, 2.6090, -0.6051], [-5.1111, 2.5772, 1.6404], [-7.0076, 1.9550, 0.6539], [-5.9085, 2.2537, -0.8516], [-5.9222, -0.2459, -1.3853], [-8.5990, 0.7123, -0.7070], [-8.3224, -1.1747, -1.0538], [-8.4595, -0.5314, 0.7325], [-5.0678, -1.5092, 0.2698], [4.5946, -6.6886, -4.5735], [5.0193, -6.7522, -2.6762], [4.3429, -4.8636, -5.1982], [5.9094, -7.6445, -5.6420], [3.6386, -7.2061, -4.7048], [4.6944, 4.3221, -2.9358], [6.2261, 3.1234, -2.8998], [3.0265, 3.3754, -2.6104], [4.9225, 5.8248, -1.7218], [4.6353, 4.7351, -3.9483], [6.1947, 8.8747, 1.3234], [6.3990, 6.9824, 1.7254], [7.7381, 9.5840, 0.3753], [4.5342, 9.2388, 0.3778], [6.1387, 9.4010, 2.2820], [4.2946, -3.3164, 5.1584], [4.7193, -3.3800, 7.0558], [4.0429, -1.4914, 4.5338], [5.6094, -4.2723, 4.0900], [3.3386, -3.8340, 5.0272], [-2.4745, 4.5348, -3.4693], [-1.4209, 4.6584, -1.8386], [-1.9620, 2.9989, -4.5475], [-4.3843, 4.5553, -3.1005], [-2.2535, 5.4291, -4.0613], [1.6191, 3.4323, -6.6098], [3.2310, 4.5101, -6.4534], [0.8482, 3.5375, -8.3927], [1.9232, 1.5913, -6.0602], [0.8833, 3.8552, -5.9178], [-2.9037, 5.6627, -8.6015], [-1.5368, 6.2203, -9.8684], [-3.1729, 3.7363, -8.6284], [-2.5374, 6.3173, -6.8068], [-3.8444, 6.1215, -8.9235], [11.1217, 7.2477, -1.2833], [10.6145, 6.8277, 0.5472], [10.3268, 6.0105, -2.5566], [10.7343, 9.0996, -1.7350], [12.2075, 7.1225, -1.3509], [2.8944, -9.3639, -0.6883], [4.4261, -10.5626, -0.6523], [1.2265, -10.3106, -0.3629], [3.1225, -7.8612, 0.5257], [2.8353, -8.9509, -1.7008], [-2.3849, -11.7271, 1.4380], [-2.6369, -11.1037, 3.2634], [-2.5516, -13.6606, 1.3039], [-3.5634, -10.8108, 0.1909], [-1.3584, -11.4741, 1.1525], [2.0762, 1.8991, 5.9957], [3.1690, 3.0626, 4.8837], [1.2090, 2.8790, 7.4351], [0.7980, 0.8809, 4.9404], [2.7526, 1.1760, 6.4633], [-1.3053, -12.9119, -2.6997], [-1.1010, -14.8043, -2.2978], [0.2381, -12.2026, -3.6478], [-2.9658, -12.5479, -3.6453], [-1.3613, -12.3857, -1.7411], [-10.4158, -3.1955, -3.4286], [-9.8363, -1.3525, -3.6560], [-9.4319, -4.4117, -4.5849], [-10.3455, -3.7518, -1.5659], [-11.4657, -3.2409, -3.7364], [-5.2515, -1.1958, 5.5063], [-5.5786, -3.0373, 6.0412], [-5.3573, -0.9729, 3.5767], [-6.4167, 0.0482, 6.4436], [-4.2244, -0.9551, 5.8001], [-6.9719, 5.0083, -10.9220], [-7.1183, 3.1432, -10.3885], [-6.7164, 6.1810, -9.3911], [-5.5954, 5.2693, -12.2715], [-7.9265, 5.2854, -11.3812], [-0.1905, 5.0577, 4.0740], [0.9023, 6.2212, 2.9621], [-1.0577, 6.0376, 5.5134], [-1.4687, 4.0396, 3.0188], [0.4860, 4.3347, 4.5417], [-1.2363, -14.9949, 4.7291], [-0.8720, -16.7412, 3.9532], [-2.2369, -15.1360, 6.3914], [0.3879, -13.9473, 4.9487], [-1.8712, -14.4554, 4.0186], [6.3005, 9.9423, 6.0427], [6.1953, 8.5797, 4.6582], [8.1206, 10.5826, 6.2912], [5.0576, 11.4027, 5.7169], [5.9974, 9.4679, 6.9819], [11.1280, 7.1988, 4.5545], [11.3323, 5.3064, 4.9565], [12.6715, 7.9081, 3.6064], [9.4676, 7.5628, 3.6089], [11.0721, 7.7250, 5.5131], [-12.2995, -4.7157, 2.2649], [-12.4047, -6.0782, 0.8804], [-10.4794, -4.0754, 2.5134], [-13.5424, -3.2552, 1.9391], [-12.6026, -5.1900, 3.2041], [0.6238, 0.6622, 11.1518], [0.5186, -0.7004, 9.7674], [2.4439, 1.3025, 11.4004], [-0.6191, 2.1226, 10.8260], [0.3207, 0.1878, 12.0910], [6.9510, 6.4786, 7.9523], [8.4827, 5.2798, 7.9884], [5.2831, 5.5318, 8.2778], [7.1792, 7.9812, 9.1664], [6.8920, 6.8916, 6.9399], [-9.6243, 8.8796, -7.4237], [-8.0123, 9.9574, -7.2674], [-10.3952, 8.9848, -9.2067], [-9.3202, 7.0386, -6.8741], [-10.3601, 9.3025, -6.7318]], "forces_ev_per_a": [[0.0, -0.3, 0.3], [-0.7, -0.8, -0.7], [0.6, -1.5, 0.7], [0.8, -0.1, -0.5], [0.6, 0.1, -0.3], [0.4, 0.0, -0.5], [0.3, 2.0, 0.2], [-0.6, -1.9, -0.4], [1.1, 6.6, -0.5], [-0.1, -8.7, 0.9], [-1.4, 3.3, 0.8], [2.4, 1.7, -6.9], [-3.8, -1.8, 9.6], [2.6, -4.7, -0.4], [-0.3, -1.2, -3.0], [0.4, 5.1, 7.1], [-2.4, -0.7, -1.9], [0.5, -0.7, -1.6], [-0.6, -0.5, -2.2], [-0.3, 0.2, 1.8], [-0.3, 0.4, 8.2], [1.2, -1.6, -10.0], [-4.3, 3.2, 0.1], [-1.4, 5.8, 4.0], [0.0, -9.3, -3.8], [5.3, 1.6, -1.2], [-0.4, -0.4, -0.1], [-0.9, -3.1, -1.3], [-1.9, 0.6, -0.1], [0.4, 0.8, -0.4], [0.4, 2.0, -1.5], [-1.8, -0.3, 0.7], [-0.6, -0.1, -0.9], [-0.2, 0.2, 0.1], [1.1, 0.0, -1.8], [2.5, -0.1, 0.5], [0.0, 2.3, -1.5], [-0.9, -1.8, -1.8], [-2.4, 0.5, -0.2], [0.8, 2.0, 1.3], [-2.4, 0.2, 1.2], [0.6, -1.5, -1.5], [1.1, 1.3, -1.3], [-1.1, 1.8, 1.8], [1.5, 0.8, 1.6], [-1.8, -0.7, 1.6], [1.2, -1.3, 2.0], [-2.0, -1.8, -0.4], [-1.8, 1.2, -1.7], [0.0, -2.2, -1.2], [0.8, -0.2, -0.5], [1.6, 0.8, -0.1], [1.6, 1.3, 0.8], [1.3, 1.8, -1.0], [0.8, 0.4, 2.2], [-1.1, -2.1, -1.5], [0.6, -1.3, 2.0], [0.3, -1.6, -0.7], [2.1, -0.8, -1.1], [0.0, -1.5, 1.6], [-1.0, 0.5, 2.2], [1.3, -2.1, 0.6], [0.8, 2.0, 1.5], [1.3, 0.6, -2.2], [-1.9, 1.4, 0.7], [-0.2, -0.1, -0.1], [-0.1, 0.0, -0.4], [0.1, -0.6, 0.0], [-0.3, 0.3, 0.3], [0.4, 0.3, 0.1], [-0.1, 0.2, -0.2], [-0.4, 0.2, 0.0], [0.4, 0.6, -0.1], [0.0, -0.4, -0.2], [0.0, -0.2, 0.5], [0.0, 0.3, 0.0], [-0.1, 0.4, -0.2], [-0.4, -0.3, 0.2], [0.4, -0.2, 0.2], [0.0, -0.2, -0.5], [-0.2, -0.2, 0.0], [-0.1, 0.1, -0.5], [0.2, -0.4, 0.3], [-0.2, 0.2, 0.5], [0.4, 0.3, 0.0], [0.4, 0.1, -0.4], [-0.3, -0.1, -0.3], [0.7, 3.3, -0.3], [0.4, -0.1, 0.0], [-0.2, -0.4, 0.3], [-0.3, 0.0, 0.1], [-0.3, -0.2, -0.1], [0.3, 0.0, 0.5], [-0.1, 0.5, -0.2], [0.3, -0.2, -0.3], [-0.2, -0.1, -0.2], [-0.3, -0.1, 0.3], [0.1, 0.5, 0.0], [0.0, -0.1, -0.4], [0.4, -0.2, 0.2], [0.2, -0.2, 0.1], [0.1, 0.2, -0.7], [0.1, 0.3, 0.3], [0.1, -0.4, 0.1], [-0.5, 0.1, 0.0], [0.1, 0.1, -0.2], [-0.5, 0.3, 0.0], [0.4, 0.2, 0.0], [-0.1, -0.4, -0.3], [0.0, -0.2, 0.5], [0.2, 0.1, 0.0], [0.0, -0.2, -0.5], [0.0, 0.5, 0.0], [0.3, -0.3, 0.3], [-0.4, -0.1, 0.2], [0.1, -0.2, 0.3], [-0.3, -0.2, 0.2], [0.2, -0.2, -0.4], [0.3, 0.7, 0.7], [-0.3, 0.3, -0.2], [0.0, 0.1, 0.2], [0.0, 0.5, -0.2], [-0.4, -0.2, 0.1], [0.5, -0.1, 0.2], [0.0, -0.2, -0.4], [-0.2, 0.0, 0.0], [-0.1, -0.5, 0.0], [-0.2, 0.3, 0.3], [0.0, 0.2, -0.5], [0.5, 0.0, 0.1], [0.3, 0.1, -0.2], [0.0, 0.4, -0.1], [-0.9, 0.4, 0.8], [0.2, -0.3, -0.2], [-0.5, -0.1, -0.1], [-0.2, 0.0, -0.1], [0.1, 0.5, -0.1], [0.0, -0.3, -0.4], [-0.3, -0.1, 0.4], [0.4, -0.1, 0.2], [0.1, -0.1, 0.1], [-0.3, -0.3, 0.3], [0.2, -0.2, -0.4], [0.3, 0.3, 0.3], [-0.3, 0.3, -0.2], [-0.1, 0.1, -0.1], [-0.1, 0.4, 0.2], [0.3, 0.0, -0.4], [-0.4, -0.3, 0.0], [0.3, -0.2, 0.3], [-0.1, 0.1, 0.3], [-0.1, 0.3, 0.7], [-0.5, -0.2, -0.2], [0.4, -0.4, 0.0], [0.1, 0.2, -0.4], [0.0, 0.1, 0.2], [-0.1, 0.5, -0.2], [-0.4, -0.2, 0.3], [0.5, -0.2, 0.4], [0.0, -0.2, -0.4], [-0.1, -0.1, 0.2], [0.0, 0.4, 0.3], [-0.4, -0.1, -0.2], [0.3, -0.4, 0.0], [0.1, 0.2, -0.4], [-0.1, -0.1, 0.2], [0.1, 0.4, 0.3], [-0.5, -0.1, -0.1], [0.3, -0.3, 0.0], [0.1, 0.2, -0.4], [0.0, -0.1, -0.2], [-0.4, 0.4, 0.0], [0.4, 0.2, -0.1], [-0.1, -0.4, -0.2], [0.0, -0.2, 0.4], [-0.2, 0.1, 0.2], [-0.4, -0.3, -0.1], [0.2, -0.1, 0.4], [-0.1, 0.5, -0.1], [0.3, -0.2, -0.3]], "relative_energy_kj_mol": 828.3, "multiplicity": 1, "homo_energy_ev": -9.564, "total_energy_ev": -4976845.6517, "max_force_ev_per_a": 10.44}